# C6H12NO

An isolated ion of composition C6H12NO and charge -1 at a distorted geometry (ωB97M-V/def2-TZVPD, the OMol25 dataset).

```
20
Properties=species:S:1:pos:R:3:forces:R:3:lowdin_charge:R:1
C -1.90796 1.01788 2.63671 -1.6 -1.7 -2.1 -0.12
C -1.55373 0.10038 1.40938 -0.8 0.8 2.5 -0.18
C -1.03309 0.52952 0.26964 1.1 -4.6 0.5 -0.13
C -0.32475 -0.53836 -0.56427 -1.6 0.4 -1.3 -0.21
C 1.23565 -0.42248 -0.70740 -1.9 -0.8 2.5 -0.37
N 1.50593 0.96260 -0.64431 -2.8 0.8 -0.9 0.00
C 1.61900 -1.19596 -2.05394 0.6 -0.6 1.3 -0.57
O 1.75543 -0.58305 -3.18417 -0.8 2.9 -2.0 -0.32
H -0.96180 1.24935 3.03387 0.9 0.7 0.9 0.03
H -2.53166 0.43453 3.38212 0.5 1.0 -0.8 0.07
H -2.41584 1.86737 2.16467 0.0 0.2 0.9 0.06
H -1.65770 -0.95965 1.75258 0.7 0.7 -1.1 0.10
H -0.89301 1.41833 -0.21392 -0.1 2.9 0.0 0.07
H -0.64727 -1.48569 -0.19540 0.2 -1.0 0.5 0.07
H -0.90391 -0.50208 -1.54032 1.4 0.0 0.2 0.12
H 1.67685 -0.67211 0.38795 -0.7 -1.0 -2.4 0.16
H 1.18865 1.30701 -1.54155 1.1 0.7 -0.4 0.07
H 2.41258 1.06620 -0.36853 2.9 1.1 -0.1 0.02
H 0.86052 -1.96898 -2.13104 -0.6 -1.1 0.5 0.07
H 2.57612 -1.62481 -1.89207 1.5 -1.5 1.3 0.05
```
Positions in Å, forces in eV/Å.

Properties
lowest unoccupied orbital energy = 3.61 eV
calculated total energy = -9951.0820 eV
energy above the lowest of the compared OMol25 structures with the same formula, charge and spin = 52.2 kcal per mole
HOMO energy = -2.18 eV
charge = -1
HOMO-LUMO gap = 5.8 eV
SMILES = C/C=C/C[C@H](N)C[O-]

# C6H12NO

A 2-piece molecular cluster, C6H12NO overall at a distorted geometry (ωB97M-V/def2-TZVPD, the OMol25 dataset).

```
20
Properties=species:S:1:pos:R:3:forces:R:3:lowdin_spin:R:1
C -2.00265 -0.69617 1.02496 -0.1 0.1 -0.1 0.06
O -2.71343 -1.79576 1.40416 -0.1 -0.2 0.1 0.04
C -1.23022 -0.88683 -0.26070 -1.9 -0.6 0.2 0.55
C -1.14709 0.10913 -1.35516 1.5 -0.7 0.5 0.08
C 0.27709 0.42551 -0.88968 0.7 2.0 -1.2 0.04
C 1.36290 -0.22172 -1.51662 -0.3 0.0 0.2 0.05
C 1.67423 1.77198 0.37744 0.1 0.0 -0.2 0.01
N 0.34765 1.44915 -0.02641 -0.1 -0.4 -0.2 0.06
H -1.25408 -0.36685 1.79031 -0.1 0.1 0.0 0.02
H 0.97657 -1.42054 1.98225 -0.1 -0.1 0.1 0.00
H -0.77518 -1.85341 -0.38111 0.2 -0.2 -0.2 0.03
H -2.64586 0.21499 0.85714 0.1 0.0 0.1 0.01
H -1.78794 0.97058 -1.24323 -0.2 0.2 0.2 0.00
H -1.15359 -0.24828 -2.39705 0.0 -0.2 0.2 0.02
H 2.33050 -0.19894 -1.02890 0.1 -0.1 -0.1 0.00
H 1.14621 -1.09165 -2.12943 0.0 -0.1 0.0 0.01
H 2.32081 2.13863 -0.45875 -0.1 0.0 0.0 0.00
H 2.24061 0.92993 0.81171 0.1 -0.2 0.1 0.00
H 1.63704 2.54607 1.13739 0.1 0.4 0.3 0.00
H 0.39644 -1.77583 2.30168 0.2 0.1 -0.1 0.00
```
Positions in Å, forces in eV/Å.

Properties
lowest unoccupied orbital energy (alpha / beta) = 6.98 / 6.97 eV
multiplicity = 2
calculated total energy = -9946.8642 eV
energy above the lowest of the compared OMol25 structures with the same formula, charge and spin = 44.4 kcal per mole
HOMO energy (alpha / beta) = 1.97 / 1.30 eV
charge = -2
HOMO-LUMO gap (alpha / beta) = 5.0 / 5.7 eV
⟨S²⟩ = 0.76

# C6H12NO

C6H12NO as an isolated structure at a distorted geometry (ωB97M-V/def2-TZVPD, the OMol25 dataset).

```
20
Properties=species:S:1:pos:R:3:forces:R:3:lowdin_charge:R:1
C 1.99011 -1.40192 0.22240 -1.3 0.8 -0.2 0.04
C 0.68709 -1.43961 0.36866 -1.0 2.5 -3.7 -0.17
C -0.16884 0.78736 -1.75275 0.9 -0.1 0.9 0.00
C 0.17911 1.34514 -0.39940 2.1 0.1 -0.1 -0.24
C -0.45179 0.00965 -0.48993 1.3 -2.7 0.4 -0.24
C -0.08166 -2.48672 0.97928 -2.7 2.0 0.9 -0.08
N -0.73858 2.36377 0.13245 -0.1 -2.4 2.1 0.23
O -1.88987 0.03594 -0.34980 0.9 -2.0 1.1 -0.04
H 2.69599 -2.03894 0.64228 0.5 -1.8 1.0 0.07
H 2.51837 -0.70665 -0.32548 0.6 2.0 -1.2 0.04
H -1.06371 1.17214 -2.15189 -1.2 0.4 -0.4 0.11
H 0.51751 0.66030 -2.54215 1.2 -0.5 -0.3 0.11
H 1.28225 1.40970 -0.03720 -2.2 0.0 -0.7 0.19
H -0.24762 -1.92448 1.93609 -0.6 -1.6 0.1 0.12
H -1.08499 -2.67608 0.47563 1.4 0.0 0.7 0.11
H 0.54073 -3.33323 1.04907 0.3 -1.2 0.4 0.08
H -1.64183 1.96582 -0.14852 -0.5 0.5 0.1 0.15
H -0.61267 3.29536 -0.21164 0.2 0.9 0.3 0.17
H -0.69321 2.15273 1.18574 -0.3 1.6 -1.6 0.22
H -2.21361 -0.91373 -0.34681 0.4 1.7 0.0 0.14
```
Positions in Å, forces in eV/Å.

Properties
lowest unoccupied orbital energy = -3.38 eV
calculated total energy = -9942.9852 eV
energy above the lowest of the compared OMol25 structures with the same formula, charge and spin = 95.0 kcal per mole
HOMO energy = -13.22 eV
charge = +1
HOMO-LUMO gap = 9.8 eV

# C6H12NO

An isolated ion of composition C6H12NO and charge +1 at a distorted geometry (ωB97M-V/def2-TZVPD, the OMol25 dataset).

```
20
Properties=species:S:1:pos:R:3:forces:R:3:lowdin_spin:R:1
C 1.09488 1.42305 -1.55988 -0.3 -0.2 3.7 0.06
C 0.65797 0.74901 -0.13605 -1.0 2.1 -2.9 0.67
C -0.20759 -0.50316 -0.23581 0.4 -1.0 -1.0 0.14
C 1.25552 1.22193 1.08503 1.1 1.4 -0.2 0.12
C -0.78920 -1.02388 1.03175 0.8 0.1 4.8 0.03
C -1.41024 -0.61089 -1.20795 0.3 4.2 -0.8 0.02
N 0.91629 -1.27469 -0.77216 0.3 -2.5 2.4 0.66
O 1.47094 0.86035 -2.54557 -0.7 -0.5 0.5 0.20
H 1.13475 2.49365 -1.32275 0.3 0.4 -0.9 0.01
H 1.55399 2.25715 0.91298 0.4 0.2 -0.2 0.01
H 2.18321 0.70825 1.36464 -0.1 -0.2 0.1 0.04
H 0.64309 1.35116 1.94450 -0.9 -0.6 0.8 0.02
H -0.06427 -1.29566 1.87254 -0.3 -0.1 -1.5 0.00
H -1.37485 -1.88583 0.80314 -0.3 -0.7 0.0 0.00
H -1.44503 -0.38970 1.73362 0.7 -0.1 -2.1 0.00
H -1.13969 -0.36522 -2.22036 0.5 0.7 -0.6 0.00
H -2.26487 0.14780 -0.97162 1.5 -1.8 0.0 0.00
H -1.67496 -1.59526 -1.36563 -1.1 -2.2 0.6 0.00
H 1.00659 -1.32271 -1.73754 0.1 -0.1 -2.4 0.01
H 1.76089 -1.66674 -0.25824 -1.7 0.8 -0.3 0.01
```
Positions in Å, forces in eV/Å.

Properties
lowest unoccupied orbital energy (alpha / beta) = -3.21 / -8.24 eV
multiplicity = 3
calculated total energy = -9942.0284 eV
energy above the lowest of the compared OMol25 structures with the same formula, charge and spin = 9.4 kcal per mole
HOMO energy (alpha / beta) = -12.84 / -14.36 eV
charge = +1
HOMO-LUMO gap (alpha / beta) = 9.6 / 6.1 eV
⟨S²⟩ = 2.01

# C6H12NO

An isolated ion of composition C6H12NO and charge +1 at a distorted geometry (ωB97M-V/def2-TZVPD, the OMol25 dataset).

```
20
Properties=species:S:1:pos:R:3:forces:R:3:lowdin_spin:R:1
C -0.02797 0.22565 1.41408 7.3 -5.1 5.6 0.77
C -0.90508 0.83437 0.61922 -7.2 3.9 -5.6 0.73
C -0.65527 0.38315 -0.82895 0.1 0.5 0.7 0.09
C 1.05313 -0.58474 0.61812 -1.7 3.6 1.1 0.10
C -2.09535 1.69303 1.05722 2.1 0.7 -0.5 0.09
C 1.41155 -0.88139 -1.72019 1.3 3.7 -2.5 0.00
N 0.34838 -0.73852 -0.76664 0.3 2.2 0.2 0.01
O 1.39234 -1.74956 1.03715 2.1 -3.8 1.4 0.02
H 0.09588 0.30906 2.51518 -0.2 -0.1 -1.0 0.04
H -1.50218 0.09048 -1.48546 0.6 0.6 0.4 0.01
H -0.04769 1.22246 -1.14564 -0.2 0.4 -1.3 0.03
H 2.06236 -0.01472 0.53070 -1.8 -0.4 -0.7 0.03
H -2.77307 1.14991 1.73024 -0.2 0.0 -0.3 0.03
H -2.56214 2.13223 0.14751 -0.1 -0.5 0.9 0.00
H -1.70358 2.57900 1.67644 -0.5 -1.1 -0.7 0.03
H 2.16009 -0.08524 -1.58969 -0.4 0.0 -0.3 0.00
H 1.91158 -1.73924 -1.52152 1.4 -2.8 0.8 0.00
H 1.12193 -0.92965 -2.77213 -0.5 0.2 0.2 0.00
H -0.05592 -1.58953 -1.02431 -1.8 -2.1 1.4 0.00
H 0.77101 -2.30678 1.50868 -0.6 0.3 0.2 0.01
```
Positions in Å, forces in eV/Å.

Properties
lowest unoccupied orbital energy (alpha / beta) = -2.93 / -6.51 eV
multiplicity = 3
calculated total energy = -9941.3786 eV
energy above the lowest of the compared OMol25 structures with the same formula, charge and spin = 24.4 kcal per mole
HOMO energy (alpha / beta) = -9.63 / -15.69 eV
charge = +1
HOMO-LUMO gap (alpha / beta) = 6.7 / 9.2 eV
⟨S²⟩ = 2.01

# C6H12NO2

A 2-piece molecular cluster, C6H12NO2 overall at a distorted geometry (ωB97M-V/def2-TZVPD, the OMol25 dataset).

```
21
Properties=species:S:1:pos:R:3:forces:R:3:lowdin_spin:R:1
C -0.10935 2.05415 -1.66215 -1.7 1.8 0.0 0.16
C -0.44707 1.50451 -0.56961 -0.8 4.0 -4.9 0.70
C -1.06773 -1.36786 -0.86047 -0.3 -1.7 -2.9 0.01
C -0.74664 -1.38785 1.63868 1.5 -0.1 -1.3 0.02
C -0.61892 0.75310 0.51539 -0.8 -4.2 6.9 0.80
C 2.17859 0.64591 0.49913 0.7 -0.3 0.8 0.01
N -1.24297 -0.57334 0.43499 0.3 -0.8 0.5 0.09
O 2.73705 1.43320 -0.41724 -0.6 0.8 2.0 0.00
O 1.94009 -0.51636 0.31645 -0.4 -0.8 -0.8 0.05
H -0.67458 2.90669 -2.16699 0.7 -0.9 0.5 0.06
H -0.10519 -2.01053 -1.05759 -1.5 1.8 1.4 0.00
H -1.90267 -2.10406 -1.03976 0.6 0.6 1.3 0.00
H -1.24385 -0.81368 -1.83515 0.6 0.4 1.7 0.00
H -1.08528 -0.98574 2.59027 0.4 0.6 -0.2 0.00
H -1.15086 -2.36774 1.58117 -0.5 -0.9 -0.3 0.00
H 0.34678 -1.43560 1.38858 -0.9 0.0 1.2 0.00
H -0.36727 1.04363 1.55805 -0.6 -0.1 -1.0 0.02
H 2.01120 0.99491 1.53266 0.3 1.1 -0.7 0.00
H -2.24483 -0.46477 0.66414 0.0 0.1 -0.9 0.03
H 2.94812 0.85306 -1.12804 0.5 -0.8 -1.5 0.00
H 0.84538 1.83839 -1.98254 2.2 -0.5 -1.9 0.04
```
Positions in Å, forces in eV/Å.

Properties
lowest unoccupied orbital energy (alpha / beta) = -3.08 / -6.71 eV
multiplicity = 3
calculated total energy = -11987.4046 eV
energy above the lowest of the compared OMol25 structures with the same formula, charge and spin = 71.7 kcal per mole
HOMO energy (alpha / beta) = -9.72 / -14.53 eV
charge = +1
HOMO-LUMO gap (alpha / beta) = 6.6 / 7.8 eV
⟨S²⟩ = 2.01

- energy above the lowest of the compared OMol25 structures with the same formula, charge and spin of number 5 (C6H12NO)?
  24.4 kcal per mole

- Which of these has the lowest calculated total energy?
  C6H12NO2

Please write out number 1 again, unchanged.
# C6H12NO

An isolated ion of composition C6H12NO and charge -1 at a distorted geometry (ωB97M-V/def2-TZVPD, the OMol25 dataset).

```
20
Properties=species:S:1:pos:R:3:forces:R:3:lowdin_charge:R:1
C -1.90796 1.01788 2.63671 -1.6 -1.7 -2.1 -0.12
C -1.55373 0.10038 1.40938 -0.8 0.8 2.5 -0.18
C -1.03309 0.52952 0.26964 1.1 -4.6 0.5 -0.13
C -0.32475 -0.53836 -0.56427 -1.6 0.4 -1.3 -0.21
C 1.23565 -0.42248 -0.70740 -1.9 -0.8 2.5 -0.37
N 1.50593 0.96260 -0.64431 -2.8 0.8 -0.9 0.00
C 1.61900 -1.19596 -2.05394 0.6 -0.6 1.3 -0.57
O 1.75543 -0.58305 -3.18417 -0.8 2.9 -2.0 -0.32
H -0.96180 1.24935 3.03387 0.9 0.7 0.9 0.03
H -2.53166 0.43453 3.38212 0.5 1.0 -0.8 0.07
H -2.41584 1.86737 2.16467 0.0 0.2 0.9 0.06
H -1.65770 -0.95965 1.75258 0.7 0.7 -1.1 0.10
H -0.89301 1.41833 -0.21392 -0.1 2.9 0.0 0.07
H -0.64727 -1.48569 -0.19540 0.2 -1.0 0.5 0.07
H -0.90391 -0.50208 -1.54032 1.4 0.0 0.2 0.12
H 1.67685 -0.67211 0.38795 -0.7 -1.0 -2.4 0.16
H 1.18865 1.30701 -1.54155 1.1 0.7 -0.4 0.07
H 2.41258 1.06620 -0.36853 2.9 1.1 -0.1 0.02
H 0.86052 -1.96898 -2.13104 -0.6 -1.1 0.5 0.07
H 2.57612 -1.62481 -1.89207 1.5 -1.5 1.3 0.05
```
Positions in Å, forces in eV/Å.

Properties
lowest unoccupied orbital energy = 3.61 eV
calculated total energy = -9951.0820 eV
energy above the lowest of the compared OMol25 structures with the same formula, charge and spin = 52.2 kcal per mole
HOMO energy = -2.18 eV
charge = -1
HOMO-LUMO gap = 5.8 eV
SMILES = C/C=C/C[C@H](N)C[O-]